{"formula": "C6H8ClN4", "method": "ωB97M-V/def2-TZVPD", "symbols": ["C", "N", "C", "N", "N", "C", "C", "N", "C", "Cl", "C", "H", "H", "H", "H", "H", "H", "H", "H"], "xyz": [[0.180, -2.502, 0.219], [-0.373, -1.392, -0.430], [-1.699, -1.064, -0.245], [-1.960, 0.207, -0.431], [-0.804, 0.960, -0.611], [-0.513, 2.019, 0.303], [0.975, 2.325, 0.352], [1.918, 1.482, 0.130], [1.676, 0.100, -0.062], [2.985, -1.010, -0.177], [0.424, -0.270, -0.376], [-0.545, -3.323, 0.135], [1.153, -2.848, -0.278], [0.489, -2.293, 1.359], [-2.557, -1.716, -0.215], [-0.771, 1.379, -1.562], [-1.053, 1.844, 1.200], [-0.940, 2.899, 0.020], [1.415, 3.202, 0.669]], "nbo_charge": [-0.44, -0.43, 0.31, -0.30, -0.23, -0.32, 0.13, -0.36, 0.02, 0.12, 0.33, 0.24, 0.25, 0.22, 0.27, 0.44, 0.27, 0.25, 0.24], "smiles": "CN1C=N[N@H+]2CC=NC(Cl)=C12", "lumo_energy_ev": -4.5153, "max_force_ev_per_a": 4.54, "total_charge": 1, "e_homo_ha": -0.48235, "relative_energy_kcal_mol": 45.0, "orbital_gap_ev": 8.61}

=====

{"formula": "C10H15Cl", "method": "ωB97M-V/def2-TZVPD", "symbols": ["C", "C", "C", "C", "C", "C", "C", "C", "C", "C", "Cl", "H", "H", "H", "H", "H", "H", "H", "H", "H", "H", "H", "H", "H", "H", "H"], "xyz": [[-1.694, 0.026, 0.249], [-1.431, -1.304, 0.095], [0.043, 1.226, -1.220], [-0.740, 1.098, 0.143], [1.160, 0.368, -0.645], [-0.396, -1.990, -0.687], [0.798, 0.858, 0.710], [-0.740, -2.235, -2.100], [1.311, 2.217, 1.186], [0.799, -0.127, 1.879], [0.225, -3.415, 0.025], [-2.514, 0.340, 0.808], [-2.097, -1.947, 0.683], [-0.597, 0.838, -1.964], [0.309, 2.227, -1.712], [-1.212, 1.975, 0.479], [2.096, 0.064, -1.128], [-0.616, -1.277, -2.548], [-1.789, -2.632, -2.223], [-0.007, -2.842, -2.663], [1.302, 2.270, 2.293], [1.010, 3.114, 0.833], [2.425, 2.090, 0.965], [1.806, -0.095, 2.377], [0.527, -1.178, 1.640], [0.022, 0.331, 2.526]], "nbo_charge": [-0.17, -0.27, -0.46, -0.27, -0.08, 0.00, -0.06, -0.68, -0.60, -0.61, 0.00, 0.20, 0.21, 0.21, 0.22, 0.20, 0.20, 0.23, 0.22, 0.23, 0.22, 0.21, 0.21, 0.21, 0.23, 0.21], "lumo_energy_ev": [-0.0630, 0.4560], "max_force_ev_per_a": 5.70, "e_homo_ha": [-0.29156, -0.28169], "relative_energy_kcal_mol": 0.7, "orbital_gap_ev": [7.87, 8.12]}

=====

{"formula": "C7H7N", "method": "ωB97M-V/def2-TZVPD", "symbols": ["C", "C", "C", "C", "C", "C", "C", "N", "H", "H", "H", "H", "H", "H", "H"], "xyz": [[-0.923, -1.365, 0.127], [-2.209, -0.935, 0.033], [-0.157, 1.070, 0.248], [-1.435, 1.509, 0.108], [0.149, -0.335, 0.103], [-2.171, 0.455, -0.349], [2.463, -0.063, -0.083], [1.222, -0.861, -0.115], [-0.682, -2.460, 0.186], [-3.148, -1.471, -0.080], [0.639, 1.642, 0.078], [-1.852, 2.531, 0.064], [2.314, 0.585, 0.828], [3.337, -0.721, -0.159], [2.455, 0.422, -0.990]], "nbo_charge": [-0.14, -0.32, -0.23, -0.31, 0.14, 0.17, -0.46, -0.37, 0.23, 0.24, 0.20, 0.24, 0.19, 0.21, 0.20], "lumo_energy_ev": [-0.7670, -0.0744], "max_force_ev_per_a": 6.97, "e_homo_ha": [-0.30152, -0.27584], "relative_energy_kcal_mol": 113.1, "orbital_gap_ev": [7.44, 7.43]}

=====

{"formula": "C27H27FN4O2", "method": "ωB97M-V/def2-TZVPD", "symbols": ["O", "C", "N", "C", "C", "C", "N", "C", "C", "C", "C", "C", "C", "C", "C", "C", "C", "C", "C", "C", "C", "C", "N", "C", "O", "N", "C", "C", "C", "C", "C", "F", "C", "C", "H", "H", "H", "H", "H", "H", "H", "H", "H", "H", "H", "H", "H", "H", "H", "H", "H", "H", "H", "H", "H", "H", "H", "H", "H", "H", "H"], "xyz": [[0.608, 3.610, 0.247], [0.314, 2.480, -0.091], [1.236, 1.547, -0.425], [2.662, 1.795, -0.400], [3.354, 0.915, 0.643], [4.871, 1.149, 0.600], [5.457, 0.941, -0.709], [5.592, -0.458, -1.078], [6.572, -1.155, -0.172], [7.804, -0.568, 0.093], [8.717, -1.197, 0.918], [8.413, -2.424, 1.485], [7.189, -3.015, 1.226], [6.273, -2.382, 0.404], [4.800, 1.764, -1.701], [3.282, 1.547, -1.777], [-1.103, 2.009, -0.151], [-1.538, 1.054, -1.071], [-2.858, 0.635, -1.115], [-3.738, 1.192, -0.207], [-3.308, 2.168, 0.713], [-1.999, 2.591, 0.746], [-4.412, 2.513, 1.463], [-5.513, 1.794, 1.053], [-6.632, 1.841, 1.503], [-5.081, 0.990, 0.012], [-5.931, 0.046, -0.667], [-5.443, -1.368, -0.478], [-5.141, -1.826, 0.799], [-4.665, -3.109, 0.995], [-4.500, -3.931, -0.105], [-4.031, -5.182, 0.075], [-4.801, -3.505, -1.386], [-5.270, -2.215, -1.564], [0.938, 0.604, -0.617], [2.778, 2.850, -0.129], [2.975, 1.148, 1.639], [3.135, -0.136, 0.437], [5.373, 0.490, 1.312], [5.078, 2.185, 0.889], [4.637, -1.009, -1.073], [5.982, -0.486, -2.102], [8.027, 0.391, -0.349], [9.671, -0.732, 1.119], [9.127, -2.917, 2.129], [6.945, -3.971, 1.667], [5.317, -2.848, 0.208], [5.257, 1.570, -2.674], [4.994, 2.808, -1.436], [2.847, 2.228, -2.510], [3.070, 0.523, -2.096], [-0.845, 0.648, -1.793], [-3.183, -0.103, -1.831], [-1.649, 3.345, 1.433], [-4.438, 3.198, 2.199], [-5.982, 0.293, -1.733], [-6.927, 0.170, -0.227], [-5.283, -1.172, 1.646], [-4.426, -3.476, 1.980], [-4.664, -4.174, -2.221], [-5.507, -1.869, -2.559]], "nbo_charge": [-0.63, 0.67, -0.61, -0.06, -0.43, -0.22, -0.45, -0.26, 0.06, -0.24, -0.19, -0.22, -0.21, -0.25, -0.21, -0.42, -0.14, -0.20, -0.27, 0.21, 0.12, -0.20, -0.59, 0.77, -0.63, -0.43, -0.24, -0.06, -0.17, -0.27, 0.39, -0.32, -0.28, -0.19, 0.39, 0.23, 0.22, 0.19, 0.21, 0.20, 0.17, 0.21, 0.22, 0.21, 0.21, 0.21, 0.21, 0.20, 0.19, 0.22, 0.19, 0.21, 0.23, 0.24, 0.43, 0.21, 0.26, 0.22, 0.23, 0.23, 0.21], "smiles": "O=C(NC1CCN(Cc2ccccc2)CC1)c1ccc2c(c1)[nH]c(=O)n2Cc1ccc(F)cc1", "lumo_energy_ev": 0.5253, "max_force_ev_per_a": 0.65, "e_homo_ha": -0.30683, "orbital_gap_ev": 8.87}